No. 1
This record from OMol25 describes C8H9N in the gas phase. The level of theory is ωB97M-V/def2-TZVPD.

Each line ends with the natural charge from an NBO analysis.
Atoms and positions in Å:
C  1.76  1.14  0.98  -0.267
C  1.46  0.82  -0.33  -0.148
C  0.86  0.83  1.98  0.070
C  -1.38  1.20  0.86  0.208
C  -0.41  1.01  1.94  -0.034
C  -1.24  0.66  -0.52  -0.469
C  0.25  0.02  -0.60  -0.282
C  0.15  -1.32  0.00  -0.612
N  -1.64  0.32  1.98  -0.612
H  2.72  1.52  1.11  0.213
H  2.21  1.05  -1.03  0.213
H  -2.10  -0.02  -0.73  0.228
H  -1.39  1.48  -1.23  0.233
H  0.39  -0.28  -1.66  0.221
H  -0.76  -1.88  -0.33  0.214
H  0.06  -1.18  1.12  0.225
H  0.97  -2.05  -0.28  0.215
H  -2.36  0.88  2.57  0.383

Properties
total energy: -364.70826 a.u.
HOMO level (spin up / spin down): -7.9 / -8.2 eV
LUMO level (spin up / spin down): -0.0215 / -0.0283 Ha
frontier orbital gap (spin up / spin down): 7.3615 / 7.3986 eV

No. 2
This record from OMol25 describes a 2-piece molecular cluster, C4H10NO overall. The level of theory is ωB97M-V/def2-TZVPD.

Each line ends with the natural charge from an NBO analysis.
Atoms and positions in Å:
C  -1.50  -1.75  -0.06  -0.428
C  -0.68  -0.74  0.03  0.095
C  -1.82  1.60  0.13  -0.333
C  1.52  0.63  -0.04  0.114
N  0.75  -0.69  0.22  -0.611
O  2.82  0.41  0.08  -0.655
H  -1.02  -2.67  -0.04  0.219
H  -2.47  -1.46  -0.09  0.249
H  -2.61  1.15  0.64  0.206
H  -1.98  1.44  -0.89  0.191
H  -1.01  2.16  0.43  0.191
H  1.06  1.02  -1.10  0.198
H  1.37  1.30  0.83  0.217
H  1.12  -0.97  1.09  0.438
H  1.29  -1.36  -0.50  0.420
H  3.16  -0.06  -0.74  0.489

Properties
total energy: -287.92479 a.u.
HOMO level (spin up / spin down): -13.4 / -13.8 eV
total charge: +1
LUMO level (spin up / spin down): -0.1827 / -0.1598 Ha
frontier orbital gap (spin up / spin down): 8.4160 / 9.4630 eV

No. 3
This record from OMol25 describes a 5-piece molecular cluster, C2H13NO4 overall. The level of theory is ωB97M-V/def2-TZVPD.

Each line ends with the natural charge from an NBO analysis.
Atoms and positions in Å:
C  0.48  0.44  -2.06  -0.494
C  0.86  -0.56  -1.27  -0.001
N  1.53  -0.36  -0.03  -0.855
H  0.89  1.44  -1.92  0.206
H  -0.40  0.36  -2.68  0.207
H  0.69  -1.61  -1.49  0.206
H  2.22  0.38  -0.16  0.374
H  2.06  -1.16  0.29  0.387
O  0.13  3.36  0.31  -0.960
H  0.98  3.52  0.73  0.460
H  -0.26  2.64  0.84  0.493
O  -0.24  -2.88  1.04  -0.956
H  -0.19  -2.59  1.96  0.456
H  -0.93  -2.29  0.67  0.492
O  -2.27  -1.11  -0.20  -0.965
H  -2.47  -0.71  -1.06  0.479
H  -1.89  -0.33  0.23  0.489
O  -0.57  0.83  1.50  -1.001
H  -0.83  0.26  2.23  0.477
H  0.20  0.38  1.08  0.506

Properties
total energy: -439.69032 a.u.
SMILES: C=CN.O.O.O.O
HOMO level: -9.0 eV
LUMO level: 0.0148 Ha
frontier orbital gap: 9.4246 eV

No. 4
This record from OMol25 describes a 2-piece molecular cluster, C5H10O overall. The level of theory is ωB97M-V/def2-TZVPD.

Each line ends with the natural charge from an NBO analysis.
Atoms and positions in Å:
C  1.51  -0.81  0.19  -0.660
C  0.99  0.57  0.34  0.071
C  0.62  1.72  -0.13  -0.249
C  0.55  1.57  1.37  -0.436
H  2.55  -0.85  0.55  0.233
H  0.91  -1.49  0.80  0.242
H  1.49  -1.14  -0.85  0.222
H  0.48  2.38  -0.96  0.224
H  -0.42  1.43  1.86  0.175
H  1.29  2.05  2.00  0.175
C  -1.70  -1.20  -1.08  -0.249
O  -1.72  -0.56  0.17  -0.725
H  -2.65  -1.07  -1.63  0.164
H  -0.88  -0.84  -1.72  0.161
H  -1.55  -2.27  -0.91  0.178
H  -1.48  0.37  0.03  0.473

Properties
total energy: -271.63764 a.u.
SMILES: CC1=CC1.CO
HOMO level: -9.2 eV
LUMO level: 0.0365 Ha
frontier orbital gap: 10.1972 eV

No. 5
This record from OMol25 describes C11H14BF3N6O3RuS as an isolated structure. The level of theory is ωB97M-V/def2-TZVPD.

Each line ends with the Löwdin spin population.
Atoms and positions in Å:
H  0.02  2.85  1.50  -0.002
N  0.42  1.62  -0.18  0.304
B  1.00  0.69  -2.47  0.000
N  0.87  1.88  -1.48  0.080
C  1.01  3.21  -1.62  0.124
Ru  -0.24  -0.14  0.43  2.350
H  1.32  3.63  -2.56  0.004
C  0.70  3.83  -0.41  0.252
H  0.71  4.87  -0.17  0.010
C  0.35  2.82  0.48  0.033
H  1.43  1.01  -3.52  -0.001
C  -2.04  -3.27  2.26  0.008
H  -2.36  -3.39  3.30  0.001
H  -1.03  -3.68  2.14  0.000
H  -2.73  -3.76  1.56  0.000
N  -0.45  0.10  -2.59  0.039
N  1.81  -0.45  -1.78  0.036
N  -1.07  -0.33  -1.43  0.097
N  1.38  -0.88  -0.53  0.163
C  -1.27  -0.13  -3.63  0.062
C  2.84  -1.23  -2.17  0.084
H  -0.99  0.15  -4.64  0.002
H  3.31  -1.08  -3.13  0.002
C  -2.43  -0.73  -3.15  0.108
C  3.12  -2.13  -1.15  0.121
C  -2.28  -0.85  -1.77  0.011
C  2.19  -1.89  -0.14  0.010
H  -3.28  -1.05  -3.72  0.004
H  3.90  -2.87  -1.12  0.004
H  -2.92  -1.27  -1.01  0.000
H  2.03  -2.36  0.82  -0.001
H  -2.03  -2.20  2.03  0.005
F  -0.80  1.84  5.35  0.002
C  0.00  1.39  4.36  0.003
F  0.57  2.45  3.74  0.000
F  0.96  0.60  4.89  0.000
S  -0.95  0.36  3.10  0.013
O  -1.70  -0.60  3.88  -0.002
O  -1.64  1.24  2.16  0.016
O  0.26  -0.25  2.37  0.059

Properties
total energy: -1798.64678 a.u.
HOMO level (spin up / spin down): -16.2 / -16.5 eV
total charge: +2
LUMO level (spin up / spin down): -0.3078 / -0.4574 Ha
multiplicity: 5
⟨S²⟩: 6.03
frontier orbital gap (spin up / spin down): 7.8671 / 4.0796 eV

No. 6
This record from OMol25 describes C4H6O2 in the gas phase. The level of theory is ωB97M-V/def2-TZVPD.

Each line ends with the natural charge from an NBO analysis.
Atoms and positions in Å:
O  0.14  -1.12  -2.09  -0.507
C  0.05  -0.35  -1.17  0.605
C  1.05  0.42  -0.32  -0.554
C  -0.01  0.35  0.82  0.107
O  0.20  -0.70  1.73  -0.699
C  -1.10  0.04  -0.24  -0.559
H  2.03  -0.03  -0.13  0.240
H  1.17  1.44  -0.70  0.238
H  -0.14  1.25  1.41  0.188
H  0.06  -1.54  1.28  0.464
H  -1.59  0.95  -0.60  0.243
H  -1.86  -0.71  0.00  0.234

Properties
total energy: -306.45629 a.u.
SMILES: O=C1CC(O)C1
HOMO level: -9.8 eV
LUMO level: 0.0275 Ha
frontier orbital gap: 10.5436 eV

No. 7
This record from OMol25 describes C27H62AlO8 as an isolated structure. The level of theory is ωB97M-V/def2-TZVPD.

Each line ends with the Löwdin charge.
Atoms and positions in Å:
C  4.85  1.45  0.00  -0.116
C  4.33  2.84  -0.43  -0.270
C  3.68  3.60  0.76  -0.183
C  2.16  3.23  0.88  -0.351
O  1.44  4.45  0.80  -0.320
Al  -0.18  4.22  -0.06  0.262
C  -1.62  4.52  1.38  -0.232
O  -2.40  3.29  1.55  -0.152
C  -3.27  3.01  0.55  -0.263
C  -3.69  3.90  -0.44  0.006
C  -4.63  3.56  -1.43  -0.278
C  -5.08  4.56  -2.48  -0.066
C  -5.15  2.26  -1.40  -0.076
C  -4.72  1.34  -0.43  -0.046
C  -3.78  1.68  0.54  -0.126
C  -3.28  0.70  1.61  -0.347
C  -3.78  1.05  3.04  -0.061
C  -3.56  -0.78  1.24  -0.105
H  5.31  0.95  -0.88  0.060
H  5.63  1.59  0.78  0.064
H  4.04  0.83  0.41  0.057
H  3.58  2.74  -1.23  0.104
H  5.15  3.48  -0.82  0.093
H  4.17  3.39  1.73  0.089
H  3.74  4.68  0.55  0.100
H  1.89  2.54  0.06  0.055
H  1.95  2.69  1.84  0.093
H  -0.41  5.28  -1.24  -0.107
H  -0.32  2.73  -0.68  -0.049
H  -2.26  5.42  1.22  0.044
H  -1.11  4.68  2.35  0.057
H  -3.29  4.92  -0.48  0.101
H  -4.28  4.77  -3.21  0.080
H  -5.36  5.53  -2.03  0.074
H  -5.94  4.19  -3.05  0.066
H  -5.90  2.00  -2.15  0.096
H  -5.15  0.33  -0.44  0.095
H  -2.18  0.80  1.62  0.123
H  -2.90  1.04  3.71  0.073
H  -4.43  0.25  3.44  0.067
H  -4.23  2.04  3.14  0.075
H  -4.64  -1.02  1.26  0.073
H  -3.20  -0.93  0.20  0.078
H  -2.96  -1.45  1.88  0.067
C  -5.33  -3.83  -1.03  -0.078
C  -3.82  -3.93  -1.03  -0.319
O  -3.31  -3.89  0.30  -0.092
H  -5.65  -2.91  -0.55  0.070
H  -5.73  -3.86  -2.04  0.056
H  -5.77  -4.66  -0.46  0.072
H  -3.39  -3.09  -1.58  0.113
H  -3.49  -4.86  -1.50  0.089
H  -3.69  -4.63  0.78  0.079
C  -3.11  -5.22  -5.65  -0.092
C  -3.59  -4.77  -4.28  -0.331
O  -4.89  -4.18  -4.37  -0.086
H  -3.08  -4.38  -6.34  0.079
H  -2.11  -5.66  -5.59  0.065
H  -3.79  -5.96  -6.08  0.075
H  -2.92  -4.02  -3.87  0.111
H  -3.63  -5.61  -3.59  0.101
H  -5.49  -4.85  -4.73  0.082
C  3.35  3.32  5.29  -0.081
C  4.47  2.39  5.74  -0.319
O  5.45  2.25  4.71  -0.102
H  2.88  2.94  4.38  0.070
H  2.59  3.42  6.07  0.074
H  3.74  4.31  5.05  0.078
H  4.07  1.40  5.95  0.113
H  4.95  2.78  6.64  0.102
H  5.81  3.13  4.52  0.086
C  0.57  -7.23  -7.55  -0.094
C  -0.49  -7.10  -8.62  -0.324
O  -1.22  -5.89  -8.47  -0.090
H  0.12  -7.20  -6.55  0.069
H  1.13  -8.16  -7.65  0.072
H  1.28  -6.40  -7.60  0.074
H  -1.21  -7.92  -8.55  0.110
H  -0.04  -7.12  -9.62  0.106
H  -0.60  -5.16  -8.54  0.083
C  9.57  1.71  5.21  -0.093
C  9.00  2.08  6.56  -0.324
O  7.67  2.57  6.44  -0.100
H  9.57  2.58  4.54  0.075
H  10.60  1.35  5.30  0.069
H  8.97  0.94  4.73  0.075
H  9.59  2.87  7.03  0.108
H  9.00  1.21  7.23  0.106
H  7.13  1.87  6.03  0.057
C  0.01  -1.89  0.76  -0.085
C  1.39  -1.53  1.26  -0.321
O  1.64  -0.14  1.13  -0.092
H  -0.11  -1.60  -0.28  0.084
H  -0.17  -2.97  0.86  0.072
H  -0.76  -1.36  1.33  0.050
H  2.16  -2.05  0.68  0.108
H  1.51  -1.81  2.32  0.105
H  0.97  0.34  1.64  0.078

Properties
total energy: -1910.28716 a.u.
HOMO level: -4.3 eV
total charge: -1
LUMO level: 0.0703 Ha
frontier orbital gap: 6.2271 eV